# 1
Here is C5H6O in the gas phase from the Open Molecules 2025 dataset. Energies are from ωB97M-V/def2-TZVPD.

E_tot: -7324.3205 eV
highest occupied orbital energy (alpha / beta): -7.46 / -7.46 eV
ΔE to the lowest compared entry with this formula, charge and spin: 114.5 kcal/mol
HOMO-LUMO gap (alpha / beta): 7.12 / 7.13 eV
total charge: 0
LUMO level (alpha / beta): -0.34 / -0.34 eV
SMILES string: Cc1ccoc1

Bonds (Å) are listed after each position.
CARTESIAN COORDINATES (ANGSTROEM)
1 C -1.79 -0.10 -0.03  C2 1.496, H7 1.100, H8 1.100, H9 1.097
2 C -0.30 0.00 -0.10  C1 1.496, C3 1.341, C6 1.536
3 C 0.62 -0.97 -0.20  C2 1.341, C4 1.496, H10 1.091
4 C 1.84 -0.12 -0.09  C3 1.496, O5 1.281, H11 1.108
5 O 1.84 0.98 -0.74  C4 1.281, C6 1.626
6 C 0.41 1.36 -0.05  C2 1.536, O5 1.626, H12 1.107
7 H -2.25 0.51 -0.82  C1 1.100
8 H -2.17 0.29 0.92  C1 1.100
9 H -2.13 -1.14 -0.13  C1 1.097
10 H 0.54 -2.04 -0.36  C3 1.091
11 H 2.68 -0.33 0.61  C4 1.108
12 H 0.72 1.56 0.99  C6 1.107



# 2
Here is 9 unconnected molecules or ions with the total composition BH22NO7 in a non-equilibrium geometry from the Open Molecules 2025 dataset. Energies are from ωB97M-V/def2-TZVPD.

E_tot: -16851.3546 eV
highest occupied orbital energy: -9.53 eV
ΔE to the lowest compared entry with this formula, charge and spin: 0.0 kcal/mol
HOMO-LUMO gap: 7.97 eV
total charge: 0
LUMO level: -1.56 eV

Bonds (Å) are listed after each position.
CARTESIAN COORDINATES (ANGSTROEM)
1 N 0.06 2.03 3.35  H2 0.863, H3 0.958, H4 1.098, H5 1.030
2 H 0.46 2.63 3.83  N1 0.863
3 H 0.73 1.36 3.21  N1 0.958
4 H -0.24 2.38 2.35  N1 1.098
5 H -0.73 1.85 3.99  N1 1.030
6 B -0.34 -0.32 0.02  H7 1.189, H8 1.274, H9 1.348, H10 1.141
7 H -1.11 -1.22 0.13  B6 1.189
8 H 0.09 -0.52 -1.17  B6 1.274
9 H -1.03 0.84 0.03  B6 1.348
10 H 0.53 -0.47 0.74  B6 1.141
11 O -2.08 -0.92 -2.78  H12 0.933, H13 0.979
12 H -1.90 -0.88 -1.87  O11 0.933
13 H -1.33 -0.39 -3.13  O11 0.979
14 O -1.04 -1.12 3.44  H15 0.887, H16 0.947
15 H -0.91 -1.20 2.57  O14 0.887
16 H -0.30 -1.53 3.86  O14 0.947
17 O 0.79 2.57 -1.71  H18 0.956, H19 0.987
18 H 0.22 3.34 -1.67  O17 0.956
19 H 0.20 1.85 -1.39  O17 0.987
20 O -3.92 0.91 0.88  H21 1.008, H22 0.892
21 H -4.26 -0.04 0.90  O20 1.008
22 H -3.19 0.68 0.43  O20 0.892
23 O 1.54 -3.06 -1.26  H24 0.950, H25 0.952
24 H 0.83 -3.30 -1.85  O23 0.950
25 H 1.19 -2.59 -0.51  O23 0.952
26 O 3.46 -0.16 -0.65  H27 0.952, H28 0.914
27 H 2.52 -0.34 -0.64  O26 0.952
28 H 3.71 0.61 -1.07  O26 0.914
29 O 2.16 -0.70 -3.55  H30 0.973, H31 1.001
30 H 2.28 -0.83 -2.59  O29 0.973
31 H 1.61 -1.46 -3.87  O29 1.001



# 3
Here is C4H5NO in the gas phase from the Open Molecules 2025 dataset. Energies are from ωB97M-V/def2-TZVPD.

E_tot: -7762.5936 eV
highest occupied orbital energy: -9.64 eV
ΔE to the lowest compared entry with this formula, charge and spin: 90.7 kcal/mol
HOMO-LUMO gap: 9.49 eV
total charge: 0
LUMO level: -0.15 eV

Bonds (Å) are listed after each position.
CARTESIAN COORDINATES (ANGSTROEM)
1 C 1.99 0.12 0.30  C2 1.502, H7 1.089, H8 1.094, H9 1.095
2 C 0.55 -0.28 0.12  C1 1.502, N3 1.417, O6 1.215
3 N -0.30 0.83 -0.14  C2 1.417, C4 1.273
4 C -1.47 0.37 -0.32  N3 1.273, C5 1.319, H10 1.166
5 C -2.39 -0.53 -0.62  C4 1.319, H11 1.089
6 O 0.14 -1.42 0.19  C2 1.215
7 H 2.60 -0.75 0.53  C1 1.089
8 H 2.07 0.86 1.09  C1 1.094
9 H 2.35 0.60 -0.62  C1 1.095
10 H -2.38 1.04 -0.61  C4 1.166
11 H -3.17 -0.83 0.08  C5 1.089